Record 1
{
  "formula": "C23H20CaNS3",
  "method": "the ωB97M-V functional and the def2-TZVPD basis",
  "largest_force_ev_per_a": 0.42,
  "e_above_lowest_kj_mol": 0.8,
  "multiplicity": 1,
  "gap_ev": 6.01,
  "charge": -1,
  "total_energy_ev": -76615.135,
  "homo_ev": -3.721,
  "species": ["Ca", "C", "C", "C", "C", "C", "C", "C", "C", "S", "C", "N", "C", "C", "C", "C", "C", "C", "C", "C", "H", "H", "H", "H", "H", "H", "H", "H", "H", "H", "H", "H", "H", "H", "H", "H", "S", "C", "C", "C", "C", "C", "C", "S", "H", "H", "H", "H"],
  "xyz": [[-1.327614, -1.110256, 1.710934], [3.101322, 1.119915, -1.228230], [2.436659, 1.685169, -2.480766], [3.052358, 0.999521, -3.708576], [2.721394, 3.192391, -2.543341], [0.925848, 1.457017, -2.480519], [0.164314, 1.921310, -3.570544], [-1.199951, 1.752540, -3.640456], [-1.837279, 1.098504, -2.590689], [-3.511887, 0.726343, -2.366048], [-3.134207, -0.026451, -0.842296], [-1.871506, -0.007194, -0.519681], [-1.107596, 0.628437, -1.498783], [0.278594, 0.808645, -1.444154], [-4.186968, -0.633156, 0.000247], [-5.510946, -0.594651, -0.448582], [-6.509997, -1.156602, 0.324960], [-6.167144, -1.748256, 1.535872], [-4.841874, -1.770014, 1.953573], [-3.782335, -1.217360, 1.214714], [4.176619, 1.307591, -1.276010], [2.951165, 0.044499, -1.126094], [2.720251, 1.574587, -0.313054], [4.133407, 1.157720, -3.722112], [2.643514, 1.387469, -4.642757], [2.867588, -0.075672, -3.679209], [3.799626, 3.369214, -2.546977], [2.298038, 3.698198, -1.673877], [2.301741, 3.651975, -3.439457], [0.663798, 2.429761, -4.385522], [-1.752953, 2.122678, -4.494114], [0.819359, 0.433906, -0.585416], [-5.774843, -0.131992, -1.394302], [-7.540159, -1.134776, -0.008972], [-6.937986, -2.194032, 2.155639], [-4.630658, -2.245586, 2.908576], [-0.619587, -2.229793, 4.018155], [1.137876, -2.005878, 4.100178], [1.776197, -2.513760, 5.238240], [3.141538, -2.410498, 5.434978], [3.920985, -1.780346, 4.472907], [3.310528, -1.271078, 3.340269], [1.932690, -1.366416, 3.125095], [1.317779, -0.658457, 1.617326], [1.159645, -3.003260, 5.982388], [3.592238, -2.818918, 6.332225], [4.992987, -1.685586, 4.601621], [3.907434, -0.777401, 2.582639]],
  "atomic_forces_ev_per_a": [[-0.010, 0.005, -0.011], [0.040, -0.021, 0.051], [-0.018, 0.003, -0.010], [0.021, -0.015, 0.006], [0.018, 0.008, 0.018], [-0.035, 0.007, -0.023], [0.108, 0.001, 0.028], [-0.061, 0.010, -0.036], [0.086, 0.004, 0.015], [-0.015, 0.079, -0.153], [-0.037, -0.199, 0.364], [0.047, 0.175, -0.317], [0.001, -0.056, 0.106], [-0.068, 0.006, -0.030], [0.152, 0.122, -0.184], [-0.101, -0.061, 0.083], [0.017, 0.020, -0.032], [0.036, -0.006, 0.022], [-0.013, -0.023, 0.040], [-0.221, -0.060, 0.049], [0.002, -0.002, 0.004], [-0.001, -0.007, -0.027], [-0.006, 0.025, -0.010], [0.004, 0.008, 0.002], [-0.008, 0.014, -0.005], [-0.010, -0.003, 0.004], [0.006, -0.005, -0.005], [-0.010, -0.004, 0.004], [-0.005, -0.005, -0.015], [-0.009, 0.007, -0.016], [-0.040, -0.013, 0.013], [0.002, -0.003, 0.007], [0.018, 0.009, -0.013], [0.001, 0.001, -0.002], [-0.016, 0.002, -0.008], [0.016, 0.006, -0.006], [0.116, -0.016, 0.063], [-0.154, -0.043, 0.036], [0.050, -0.021, 0.053], [0.020, 0.006, -0.006], [-0.006, -0.006, 0.012], [0.108, -0.012, 0.052], [-0.097, 0.080, -0.177], [0.089, -0.021, 0.066], [-0.006, 0.002, -0.006], [0.000, -0.002, 0.005], [0.005, 0.002, -0.001], [-0.017, 0.002, -0.009]]
}

=====

Record 2
{
  "formula": "C23H20F9N2PSbSe4V",
  "method": "the ωB97M-V functional and the def2-TZVPD basis",
  "largest_force_ev_per_a": 3.32,
  "multiplicity": 2,
  "gap_ev": [6.37, 6.19],
  "charge": 1,
  "total_energy_ev": -354507.934,
  "s2": 1.1908,
  "homo_ev": [-10.652, -10.375],
  "species": ["V", "N", "C", "C", "N", "H", "H", "H", "H", "H", "H", "H", "H", "F", "C", "F", "F", "C", "C", "C", "C", "C", "C", "P", "C", "C", "C", "C", "C", "C", "C", "F", "F", "F", "C", "C", "C", "C", "C", "C", "C", "F", "F", "F", "H", "H", "H", "H", "H", "H", "H", "H", "H", "H", "H", "H", "Se", "Sb", "Se", "Se", "Se"],
  "xyz": [[-0.506200, -0.571700, 0.722200], [-1.473800, -1.503900, -0.999800], [-2.439800, -0.552300, -1.577200], [-1.782400, 0.820400, -1.709500], [-1.305200, 1.246300, -0.380000], [-0.820000, -1.792700, -1.743600], [-1.969300, -2.358300, -0.727500], [-3.307100, -0.480400, -0.910400], [-2.796900, -0.875700, -2.561800], [-2.494900, 1.530300, -2.147900], [-0.910000, 0.753000, -2.373300], [-2.108500, 1.585300, 0.162300], [-0.685500, 2.059800, -0.502100], [-1.645300, 0.877700, 9.136300], [-0.761500, 1.688400, 8.535400], [0.364700, 1.633800, 9.258500], [-1.231800, 2.933100, 8.634900], [-0.522600, 1.273600, 7.106400], [-0.039000, -0.009800, 6.868800], [0.206500, -0.411600, 5.571900], [-0.042900, 0.473000, 4.525200], [-0.536000, 1.748700, 4.766200], [-0.774400, 2.156700, 6.067300], [0.384100, -0.005800, 2.824700], [2.188600, -0.216800, 2.947500], [2.854100, -1.427500, 3.120100], [4.224900, -1.475000, 2.933300], [4.915500, -0.317000, 2.598000], [4.269400, 0.908600, 2.480800], [2.901800, 0.950400, 2.654800], [6.380000, -0.399800, 2.263800], [7.030200, -1.292000, 3.003000], [6.998100, 0.770800, 2.379500], [6.532500, -0.775700, 0.959300], [-0.381900, -1.613100, 2.579600], [-1.704300, -1.746200, 3.055300], [-2.452500, -2.852200, 2.749300], [-1.899400, -3.866900, 1.941400], [-0.626800, -3.748900, 1.423800], [0.130900, -2.599300, 1.688600], [-2.762800, -5.053800, 1.617100], [-3.656200, -4.715000, 0.653100], [-2.073800, -6.093400, 1.148100], [-3.472500, -5.470600, 2.665100], [0.159600, -0.673600, 7.697100], [0.589500, -1.403600, 5.371100], [-0.719500, 2.431900, 3.942800], [-1.144200, 3.148900, 6.279000], [2.315800, -2.326500, 3.395700], [4.760800, -2.407100, 3.027700], [4.824000, 1.802500, 2.233100], [2.365100, 1.889300, 2.541100], [-2.103000, -0.979800, 3.714400], [-3.451500, -2.962900, 3.144000], [-0.200900, -4.546400, 0.825800], [1.197700, -2.654800, 1.445900], [1.718300, -0.176400, -2.340900], [4.080900, -0.234800, -1.151200], [1.461800, -0.234000, -0.074100], [4.809500, 2.028800, -1.083500], [4.746300, -2.521700, -1.149100]],
  "atomic_forces_ev_per_a": [[-3.148, 0.829, -0.640], [0.096, -0.567, -0.170], [-0.171, 0.548, -0.371], [-0.180, -0.418, -0.328], [-0.300, 0.262, 0.464], [-0.087, 0.154, 0.509], [0.137, 0.137, -0.120], [0.088, -0.073, -0.067], [-0.009, -0.007, 0.198], [0.170, -0.097, 0.087], [-0.217, 0.042, 0.152], [0.253, 0.070, -0.234], [-0.164, -0.583, 0.307], [-0.104, -0.145, -0.063], [-0.032, 0.035, 0.264], [0.210, -0.081, -0.050], [-0.099, 0.192, -0.126], [-0.040, 0.130, -0.013], [0.025, 0.114, -0.041], [-0.051, 0.058, 0.069], [-0.320, 0.094, -0.450], [0.035, -0.035, -0.164], [0.029, -0.102, 0.313], [1.146, -0.091, 1.335], [-0.121, 0.352, -0.293], [-0.126, 0.131, 0.074], [0.117, 0.149, -0.028], [0.044, 0.067, -0.016], [0.086, -0.145, 0.147], [-0.234, -0.127, 0.120], [0.089, -0.085, -0.805], [0.052, -0.221, 0.215], [0.079, 0.311, 0.227], [-0.028, 0.045, 0.472], [0.232, -0.725, 0.141], [-0.402, -0.162, 0.297], [0.162, -0.003, -0.176], [0.186, -0.071, -0.178], [-0.795, -0.202, 0.074], [0.878, -0.021, 0.848], [-0.257, -0.121, -0.368], [0.025, 0.095, 0.017], [0.238, -0.005, 0.008], [-0.005, 0.055, 0.220], [-0.019, -0.059, 0.062], [0.034, -0.021, 0.021], [0.005, -0.066, 0.061], [-0.018, 0.020, -0.002], [0.026, 0.024, -0.066], [0.033, -0.080, 0.035], [0.014, -0.033, -0.003], [0.109, -0.061, -0.081], [-0.040, -0.112, -0.055], [-0.073, -0.020, 0.024], [-0.030, 0.026, 0.062], [-0.542, 0.254, 0.021], [0.516, 0.018, -1.326], [0.118, -0.118, -0.748], [2.736, 0.478, -0.058], [-0.135, -0.849, 0.126], [-0.224, 0.816, 0.072]]
}

=====

Record 3
{
  "formula": "C23H20IrN6O3S",
  "method": "the ωB97M-V functional and the def2-TZVPD basis",
  "largest_force_ev_per_a": 1.00,
  "e_above_lowest_kj_mol": 0.0,
  "multiplicity": 1,
  "gap_ev": 6.81,
  "charge": 1,
  "total_energy_ev": -52927.989,
  "homo_ev": -10.299,
  "species": ["Ir", "C", "O", "C", "C", "C", "C", "C", "C", "N", "N", "C", "C", "O", "C", "C", "C", "C", "C", "C", "C", "C", "H", "H", "H", "H", "H", "H", "H", "H", "H", "H", "H", "H", "H", "C", "N", "C", "C", "C", "N", "C", "O", "N", "H", "H", "H", "H", "H", "H", "H", "S", "C", "N"],
  "xyz": [[-0.060749, -0.303284, -0.638064], [-0.302376, -3.422553, -1.547710], [-0.001467, -2.427701, -0.555003], [0.148646, -2.837618, 0.770698], [0.415488, -4.147668, 1.115614], [0.524246, -4.480614, 2.457456], [0.367756, -3.510516, 3.437010], [0.111366, -2.197887, 3.082749], [-0.003014, -1.851484, 1.744215], [-0.201459, -0.500144, 1.307076], [-0.170129, 0.393965, 2.184083], [-0.185838, 1.717966, 1.890004], [-0.368894, 2.274262, 0.598436], [-0.604429, 1.585961, -0.484655], [-0.394273, 3.689057, 0.454705], [-0.225250, 4.499800, 1.525412], [-0.028633, 3.988847, 2.842621], [0.140732, 4.857892, 3.938051], [0.317307, 4.359190, 5.200403], [0.331382, 2.970196, 5.396557], [0.174155, 2.105537, 4.341667], [-0.012390, 2.596499, 3.037551], [-1.063273, -4.094423, -1.156413], [0.603406, -3.966471, -1.810681], [-0.688324, -2.889025, -2.408484], [0.551053, -4.903722, 0.356515], [0.738004, -5.503869, 2.732951], [0.455757, -3.774421, 4.481444], [0.000455, -1.427993, 3.831373], [-0.548053, 4.081688, -0.540885], [-0.233894, 5.574938, 1.389654], [0.128062, 5.926686, 3.762964], [0.444339, 5.026724, 6.041548], [0.470420, 2.573572, 6.393703], [0.193019, 1.039201, 4.510385], [-3.098062, 0.081854, -4.542215], [-1.656748, -0.112100, -4.359001], [-0.768051, -0.057581, -5.387355], [0.554370, -0.228369, -5.193611], [1.016229, -0.459878, -3.860176], [0.137185, -0.455864, -2.851204], [-1.188365, -0.312709, -3.089128], [-1.952618, -0.353426, -2.111626], [2.294819, -0.709352, -3.627314], [-3.298648, 0.187784, -5.604294], [-3.419633, 0.974410, -4.010905], [-3.636544, -0.775539, -4.147098], [-1.190398, 0.120837, -6.366211], [1.244196, -0.201667, -6.022268], [2.955271, -0.700791, -4.385045], [2.637343, -0.941696, -2.706114], [2.106448, 0.303132, -0.242426], [2.851864, -1.193696, -0.463889], [3.388170, -2.187941, -0.713095]],
  "atomic_forces_ev_per_a": [[-0.129, -0.440, -0.886], [0.091, 0.014, -0.047], [0.371, 0.101, 0.319], [-0.190, 0.006, 0.001], [0.005, -0.025, -0.013], [-0.001, 0.019, 0.005], [-0.003, 0.014, -0.016], [-0.017, -0.023, 0.035], [0.034, 0.062, 0.031], [-0.111, -0.060, -0.065], [-0.081, 0.108, 0.117], [0.040, -0.038, 0.016], [-0.352, -0.107, 0.177], [0.727, 0.227, -0.468], [-0.016, 0.041, 0.006], [0.013, 0.014, -0.006], [-0.011, 0.008, 0.015], [0.002, 0.005, -0.034], [0.001, -0.024, 0.023], [0.003, 0.018, 0.001], [0.010, -0.018, -0.002], [-0.013, -0.007, -0.031], [-0.005, 0.001, 0.003], [0.008, 0.004, 0.002], [0.012, -0.001, -0.006], [0.010, 0.001, -0.002], [0.000, 0.001, -0.002], [-0.003, 0.000, -0.001], [-0.002, 0.006, -0.002], [0.002, -0.009, 0.001], [-0.009, 0.000, -0.001], [-0.004, -0.002, 0.000], [0.003, 0.000, -0.002], [-0.001, -0.002, 0.000], [0.000, 0.005, -0.001], [0.002, -0.003, -0.005], [-0.005, -0.024, -0.013], [-0.029, -0.002, 0.013], [0.003, -0.013, 0.005], [-0.018, -0.042, 0.026], [-0.056, 0.468, 0.194], [-0.323, 0.165, 0.159], [-0.129, -0.237, 0.214], [0.049, 0.056, 0.024], [0.005, 0.002, 0.001], [0.002, 0.001, 0.005], [0.002, -0.003, 0.000], [0.000, -0.004, 0.000], [0.001, -0.001, 0.000], [-0.002, -0.013, 0.001], [-0.020, -0.004, 0.058], [0.029, -0.250, 0.221], [0.244, 0.050, -0.025], [-0.136, -0.046, -0.041]]
}